{"formula": "C63H140F21N7O28S7", "method": "ωB97M-V/def2-TZVPD", "elements": ["H", "H", "F", "H", "H", "C", "H", "C", "C", "H", "H", "C", "O", "C", "C", "H", "H", "H", "H", "C", "C", "H", "H", "H", "H", "C", "C", "C", "C", "H", "H", "H", "H", "C", "H", "C", "F", "H", "H", "F", "C", "H", "N", "F", "H", "H", "H", "H", "H", "H", "C", "C", "F", "F", "O", "C", "H", "H", "H", "H", "F", "C", "C", "H", "O", "C", "H", "N", "C", "H", "H", "F", "F", "H", "C", "C", "O", "H", "H", "H", "F", "H", "H", "O", "F", "H", "C", "N", "O", "H", "H", "H", "H", "C", "F", "O", "H", "H", "O", "H", "O", "F", "C", "H", "H", "H", "O", "F", "H", "O", "C", "H", "H", "H", "C", "H", "H", "F", "H", "C", "H", "H", "H", "H", "C", "H", "H", "C", "C", "H", "H", "C", "O", "C", "H", "C", "O", "H", "C", "N", "H", "N", "H", "O", "C", "H", "C", "O", "F", "H", "C", "O", "H", "F", "H", "S", "H", "H", "O", "S", "H", "C", "H", "C", "H", "S", "O", "O", "H", "H", "H", "C", "C", "C", "H", "H", "C", "H", "C", "O", "C", "C", "N", "C", "C", "H", "C", "O", "O", "H", "C", "C", "C", "O", "H", "H", "H", "H", "F", "H", "H", "H", "C", "C", "H", "O", "H", "H", "H", "H", "H", "H", "H", "N", "F", "O", "S", "H", "S", "C", "H", "H", "H", "C", "F", "H", "C", "C", "H", "H", "H", "H", "O", "H", "F", "H", "H", "H", "O", "H", "S", "O", "H", "H", "H", "H", "H", "C", "H", "H", "H", "H", "H", "H", "H", "H", "S", "H", "H", "H", "H", "H", "H", "C", "H", "H"], "xyz": [[1.16337, -2.41394, 5.29224], [3.21238, -4.57138, 3.85742], [7.36705, -3.02018, 0.88503], [-0.22737, -3.07682, -0.40933], [4.60049, 1.23088, 0.05323], [0.07532, -2.58140, 5.53647], [-6.18680, 0.07801, -4.21689], [-7.53338, -2.82380, 2.36425], [-0.51378, -2.07622, -0.07941], [2.39370, 2.11479, -6.75712], [-6.86187, -1.98889, 2.47324], [-5.06616, -5.31028, 3.75408], [5.07482, 3.28450, 0.56350], [-0.30404, -0.01769, 3.84593], [-6.24574, 0.85845, -3.45557], [-5.25938, -4.25321, 1.04879], [-1.57428, -1.99594, 0.17659], [4.07483, 2.58527, 2.35072], [-5.47878, -2.05230, 3.85709], [-0.12365, 5.88318, -6.46299], [4.65395, 6.36839, 1.88549], [-5.12436, 5.13510, -0.11104], [1.50310, -5.94475, -0.64533], [-0.64924, -0.00089, -0.24797], [-8.92531, -1.24192, 0.61811], [5.46344, 1.91292, 0.31202], [-4.10005, 3.00598, -3.14954], [1.91424, 0.82079, 0.52661], [3.73092, -6.87125, 5.14018], [3.51037, -7.91675, 5.40599], [2.48028, -1.24141, 4.41392], [1.99574, -4.32672, -0.10471], [0.91567, 3.82941, -5.68520], [-2.71296, -4.45585, -2.80787], [-3.09450, 1.61876, -1.13742], [3.40118, 5.77595, -0.24744], [2.61169, -2.68242, -6.15971], [0.11794, 5.70037, -5.40174], [2.22722, -7.38467, 1.11739], [-1.72261, -8.44794, 0.91382], [5.40484, -6.14482, 1.13524], [5.47594, 5.75075, 1.47839], [3.39200, 5.79195, 1.29197], [-4.55668, 0.78179, 0.71997], [-1.32409, -0.42658, 3.80332], [2.22407, -1.32378, 0.05911], [-0.08155, 6.94277, -6.68983], [0.12619, -3.79520, 1.53413], [4.73046, -5.17538, 3.37991], [-7.05561, -1.26950, 0.24365], [-0.27117, -4.80340, 6.19324], [-0.26510, -0.82685, -0.93408], [7.87673, -1.51562, 2.42051], [-1.52643, -6.45531, 0.06557], [3.39396, -6.68065, 3.82484], [0.39943, 5.10138, -8.74628], [4.36735, 5.33604, -0.51018], [-5.06538, -7.46445, 3.36158], [-6.43120, 1.78929, -3.90206], [-2.16635, 6.01729, -5.86608], [-2.45529, -4.33180, -4.09115], [-0.57755, -1.24900, 5.93630], [0.93808, 0.80839, -2.31105], [-4.54228, 0.94576, -4.90040], [1.16836, 5.03746, -2.81459], [6.23544, -6.77772, 0.01484], [5.70263, 6.87001, 3.63194], [-0.01413, 0.05199, 5.34359], [2.54462, -0.22574, 4.71556], [-0.46743, 4.44376, -8.72203], [-4.36617, 3.37017, -4.12607], [7.47439, -1.00566, 0.39083], [0.90686, -1.71833, -5.32775], [-8.30134, -2.23115, -0.74657], [2.36802, 3.10732, -7.17924], [-0.53476, 4.67153, -0.98854], [-5.33219, 0.15599, 3.48374], [0.29757, 1.44372, -1.68835], [-7.09743, 0.60524, -2.90196], [2.16600, -5.32556, 1.80880], [-1.61142, -4.67041, -2.11452], [3.18434, -6.13865, 5.72119], [3.55359, 6.78538, -6.09900], [0.94109, -2.11157, -8.42669], [-0.84657, 4.08316, 4.78066], [2.30447, 6.66122, 2.93829], [-8.00958, -1.83157, 0.23339], [1.09229, -0.49279, -1.48289], [-3.69828, -3.08027, -0.71739], [3.63747, -7.99807, 0.17746], [3.99856, -6.26796, -1.20597], [-4.77361, -0.11022, -2.24569], [-7.05553, -4.95955, 2.31986], [-6.95897, -4.08305, 2.98040], [-0.50236, 5.79448, -0.30282], [-4.65876, 2.52085, 3.10112], [-3.95076, -5.23126, 3.82885], [1.94868, 7.15040, -5.48345], [-1.16833, 5.87473, -3.16879], [4.81200, 7.36419, 1.50620], [-0.66327, 3.48052, -3.25894], [-2.62273, 1.66655, 1.26629], [-1.56929, 5.48475, -6.65858], [1.14159, 0.72417, 1.30752], [-0.32832, -1.19106, 6.98589], [1.66335, 1.30630, 5.81897], [0.35372, -0.03825, -7.29039], [0.28444, 5.25352, 3.27141], [-2.36504, 2.41306, -5.18981], [-2.68186, -1.79355, -2.51827], [-5.11870, -3.01417, 4.21889], [2.72758, 4.31079, 2.69070], [0.21964, 0.52215, -3.10079], [-2.69042, 0.91620, -6.10234], [-2.08782, -7.16339, 1.05998], [0.54983, 1.90416, 3.27772], [2.54062, 5.22994, -0.59559], [0.37214, 3.80932, -0.48935], [-1.97487, 1.98737, -2.49565], [4.43623, 3.53129, 1.85162], [-0.90175, -0.84990, -1.77884], [2.36215, 8.11430, 0.32248], [-1.74264, 4.38542, -6.54371], [1.80763, 1.85403, 0.12425], [-5.48349, -6.54588, 2.97301], [-7.44193, -4.34441, 3.93035], [4.75991, -6.70009, 5.39485], [7.09410, -1.79010, 1.36309], [1.48624, -1.55511, -2.46048], [3.15665, 3.69078, -6.72351], [1.28544, 8.50373, 1.62925], [3.24728, 4.33977, 1.69049], [-0.02070, -3.45367, 6.63402], [0.10726, 5.01689, 4.58694], [5.70804, -5.12391, 1.22992], [0.98328, 3.81904, -6.79107], [2.48457, 3.16719, -8.56433], [-5.31658, -6.38817, 1.90990], [2.22251, 6.59465, 1.84330], [-5.48655, -4.02802, 3.17754], [2.54871, 2.23364, -1.94802], [3.92016, -6.06074, 0.89708], [-0.66940, 1.30986, 2.14951], [-2.08852, -5.10761, 2.58955], [0.03600, -2.84264, 2.05858], [-3.42631, -3.53735, 5.36766], [2.57473, 6.36422, -5.93100], [2.17850, 3.35096, 4.43664], [-2.94767, -0.37031, 1.61817], [-1.20641, 1.85266, 3.72730], [3.70147, 2.57065, -9.00297], [2.45147, 5.59514, 5.45912], [-4.98195, 4.65816, -2.40006], [2.78627, -0.69857, -5.36851], [3.41915, -0.14219, 5.33217], [1.41454, -0.91587, -7.76074], [3.08337, -0.22074, -0.93347], [0.72732, -1.54376, -3.20595], [5.14071, -2.81291, 2.81581], [1.65836, 4.36759, 5.37647], [-1.81597, 1.09037, 5.70866], [3.33974, -7.42237, 1.04376], [5.81095, -7.76878, -0.22792], [-2.47505, 1.36707, -5.11809], [2.94087, 0.76792, -3.08282], [5.29152, -1.71470, 1.85382], [-3.05881, 0.98759, 4.15001], [2.64697, -0.33096, -8.35310], [5.91603, 1.38419, 1.17718], [-3.42343, -1.76569, 4.69081], [2.38495, -1.26402, -2.95763], [2.11424, 5.96216, -7.29234], [1.49996, 0.26021, 5.76522], [2.21392, 1.52179, -2.69766], [1.93602, 2.05229, -3.64097], [3.75498, 1.50481, -8.82792], [-0.39981, 1.34452, 3.23130], [-6.51934, -6.75153, 3.21347], [2.28350, 8.05351, 1.39296], [0.23354, -1.77513, 1.11368], [3.71266, -5.37254, 3.29207], [2.12796, -0.34547, -0.41753], [-3.90456, 1.54620, -3.00421], [-3.70033, 0.85679, -4.30664], [-5.08180, 0.86205, -2.48568], [-2.98884, -3.20031, 3.71597], [-4.81350, -3.76340, 1.91198], [5.04646, -0.34230, 2.37163], [-4.79163, -2.89177, -2.90087], [2.80268, 0.79220, 1.15988], [-2.73430, 1.35573, -2.10423], [3.64643, -5.47194, -0.50403], [1.97911, -1.53047, -6.11371], [-0.11620, -6.44561, 2.77179], [-1.66067, -1.19065, 5.90505], [3.43777, 6.79449, -0.58293], [-8.47597, -2.56414, 2.94410], [-6.08308, 3.31294, -2.37964], [-0.32394, 6.17055, 5.10872], [0.40160, -0.78562, 3.37801], [3.82018, -7.86467, 1.95366], [3.60530, 2.63913, -10.08420], [4.74835, 6.44346, 3.42020], [-0.81371, 1.15865, 5.98182], [1.57530, -2.47326, -1.89546], [4.55066, -1.88075, 0.61432], [1.21930, 4.68271, -9.31589], [-2.50354, 0.29326, -2.19571], [-0.50367, -2.99588, 4.72867], [3.51661, -4.17339, 1.60722], [-3.18828, 3.54184, -2.95111], [-6.28020, 3.91568, 0.15881], [2.70855, 5.56981, -5.15639], [0.86715, 5.14497, -7.32792], [-1.77126, 4.19156, -0.70714], [-4.61620, 3.35567, -0.92171], [-4.25772, 1.14069, 3.31367], [1.58907, -0.33522, 6.69228], [-3.52107, -2.92352, -2.15692], [-5.22875, 4.08566, 0.10025], [5.20940, 3.92186, 2.44082], [-0.66656, 0.97592, 7.07007], [-3.74418, -3.99832, 1.95610], [2.22656, -5.12846, -0.73313], [-3.41185, -7.10650, 0.86691], [-2.02200, 5.76250, -7.60574], [3.23000, -5.16923, 1.89392], [-5.07220, 3.62154, -2.23223], [-3.52325, -0.21732, -4.07305], [0.14591, 3.20324, -7.11111], [0.41167, -5.15871, 5.44428], [4.52213, 5.48562, 3.97588], [-2.21235, -7.29543, 3.71987], [-0.47453, 2.14299, 5.74927], [-3.56186, -5.50084, -2.77013], [4.33083, -4.61941, -0.63802], [-4.98338, -2.71424, 1.70642], [1.93415, 6.87527, -7.92275], [1.17494, 3.76803, 6.58971], [2.57704, 3.76359, 1.03206], [-0.29098, 4.80555, -2.74197], [-7.86382, -3.04093, 1.03194], [1.35023, 6.12015, 1.52381], [5.50223, -6.67963, 2.06048], [4.52493, 3.14924, -8.72094], [-1.54472, 0.89437, -4.81893], [6.10530, 1.70937, -0.55642], [-3.63324, -2.84001, 4.52412], [7.29961, -6.74214, 0.34054], [-5.44283, 1.32244, -1.62320], [-5.41299, -5.38911, 4.79705], [-5.63205, -3.21908, 5.14213], [-1.04517, -2.94458, 2.29348], [2.87734, 5.39989, -7.78942], [2.75545, 0.48929, 3.90189], [0.16661, 6.12330, -9.00543], [-1.57354, -6.47130, 2.67586], [3.98521, 7.11026, 3.81388], [-4.78016, 3.82120, 1.02796], [3.13072, 8.67399, 1.80706], [0.70055, -2.52648, 2.85823], [-1.32368, -4.89857, 5.88587], [-0.23924, -5.43199, 7.08263], [-3.56450, 0.81333, 1.62233], [2.23531, -4.75490, -1.73876], [6.35093, -6.04986, -0.83191]], "lowdin_charge": [0.127, 0.140, 0.099, 0.119, 0.069, -0.207, 0.098, -0.228, -0.145, 0.118, 0.095, -0.190, -0.190, -0.153, -0.035, 0.117, 0.111, 0.152, 0.086, -0.182, -0.160, 0.089, 0.106, 0.158, 0.112, -0.087, -0.093, -0.035, -0.120, 0.106, 0.042, 0.043, 0.132, -0.691, 0.083, 0.061, 0.140, 0.099, 0.123, 0.126, -0.165, 0.130, -0.214, 0.124, 0.106, 0.113, 0.137, 0.074, 0.086, 0.089, -0.059, -0.089, 0.126, 0.108, -0.189, 0.043, 0.108, 0.088, 0.068, 0.105, 0.154, -0.076, -0.154, 0.087, -0.334, -0.050, 0.079, -0.204, -0.051, 0.112, 0.148, 0.156, 0.080, 0.090, -0.169, -0.678, -0.319, 0.100, 0.075, 0.112, 0.132, 0.085, 0.086, -0.306, 0.108, 0.110, -0.053, -0.238, -0.313, 0.094, 0.137, 0.110, 0.131, -0.078, 0.158, -0.307, 0.103, 0.091, -0.297, 0.114, -0.333, 0.129, -0.064, 0.056, 0.119, 0.077, -0.347, 0.097, 0.036, -0.347, -0.156, 0.113, 0.130, 0.101, -0.648, 0.079, 0.079, 0.103, 0.059, -0.190, 0.069, 0.053, 0.085, 0.072, -0.051, 0.148, 0.081, -0.673, 0.047, 0.109, 0.109, -0.124, -0.173, -0.626, 0.112, -0.073, -0.208, 0.077, -0.160, -0.286, 0.075, -0.253, 0.080, -0.363, -0.067, 0.095, -0.064, -0.354, 0.117, 0.044, -0.060, -0.322, 0.128, 0.064, 0.084, 0.487, 0.111, 0.087, -0.320, 0.499, 0.054, 0.021, 0.085, -0.017, 0.087, 0.517, -0.348, -0.349, 0.071, 0.076, 0.089, -0.185, -0.071, -0.033, 0.090, 0.067, -0.073, 0.073, -0.051, -0.229, -0.176, -0.169, -0.226, -0.140, -0.166, 0.052, 0.002, -0.348, -0.332, 0.065, 0.043, -0.149, -0.649, -0.330, 0.121, 0.084, 0.151, 0.121, 0.136, 0.111, 0.121, 0.099, -0.041, 0.006, 0.096, -0.337, 0.106, 0.078, 0.093, 0.109, 0.113, 0.089, 0.098, -0.287, 0.118, -0.200, 0.535, 0.138, 0.500, -0.065, 0.105, 0.132, 0.085, -0.055, 0.124, 0.073, -0.099, -0.195, 0.140, 0.137, 0.076, 0.097, -0.320, 0.062, 0.126, 0.141, 0.105, 0.156, -0.299, 0.131, 0.475, -0.196, 0.088, 0.122, 0.072, 0.072, 0.088, -0.037, 0.099, 0.101, 0.145, 0.132, 0.084, 0.112, 0.076, 0.111, 0.493, 0.066, 0.068, 0.099, 0.072, 0.085, 0.092, -0.672, 0.088, 0.094], "lumo_ev": -0.04, "max_force_ev_per_a": 4.068, "charge": 0}